The following is a quantum chemistry calculation of a structure of composition C4H9NO2, from OMol25.

```
16
Properties=species:S:1:pos:R:3:nbo_charge:R:1
C -1.121 0.273 0.240 0.7197
C -2.373 -0.513 -0.044 -0.7006
C 2.029 -0.858 -0.131 -0.6523
C 0.891 0.121 0.042 0.2878
O -1.380 1.610 0.316 -0.6550
O 1.323 1.458 0.171 -0.7572
N -0.121 -0.299 0.921 -0.7099
H -0.554 2.036 0.611 0.5193
H 2.086 1.599 -0.413 0.4804
H 0.157 0.152 -0.981 0.0593
H -2.900 -0.642 0.905 0.2668
H -3.028 0.018 -0.737 0.2294
H -2.120 -1.507 -0.417 0.2404
H 3.019 -0.401 0.004 0.2100
H 2.042 -1.669 0.607 0.2380
H 2.050 -1.378 -1.093 0.2239
```

## Properties
HOMO, eV: -8.368
Energy relative to the best compared isomer or geometry (same formula, charge and spin), kJ/mol: 393.35
Calculated total energy, Eh: -362.935715
E_LUMO, eV: 0.44

=====

The following is a quantum chemistry calculation of a cluster of 2 separate species, C4H9NO2 in total, from OMol25.

```
16
Properties=species:S:1:pos:R:3:nbo_charge:R:1
C -0.560 1.829 1.126 0.2940
C -1.071 -0.897 0.266 -0.6955
C 1.566 -0.581 0.498 -0.6730
C 0.238 -0.096 -0.078 0.3779
N -0.725 0.786 -1.955 -0.5606
O -1.760 1.789 1.260 -0.5510
O 0.495 0.363 -1.332 -0.4030
H -0.008 2.706 1.382 0.1065
H -1.982 -0.198 0.187 0.2560
H -1.356 -1.662 -0.388 0.2213
H -0.979 -1.378 1.195 0.2177
H 1.683 -0.897 1.466 0.2264
H 1.984 -1.340 -0.081 0.2166
H 2.315 0.286 0.278 0.2198
H -0.478 0.778 -3.036 0.3815
H -1.059 1.632 -1.474 0.3656
```

## Properties
HOMO (spin up / spin down), eV: -7.396 / -7.397
Energy relative to the best compared isomer or geometry (same formula, charge and spin), kJ/mol: 638.53
Calculated total energy, Eh: -362.842332
E_LUMO (spin up / spin down), eV: 0.93 / 0.93

=====

The following is a quantum chemistry calculation of a cluster of 2 separate species, C4H9NO2 in total, from OMol25.

```
16
Properties=species:S:1:pos:R:3:nbo_charge:R:1
C -1.183 -0.521 2.213 -0.4307
N 0.077 0.126 2.071 -0.4843
C 1.100 0.649 1.854 0.2308
O 1.385 1.298 -0.979 -0.7522
C 1.187 -0.056 -1.355 -0.0957
C -0.264 -0.204 -1.788 -0.0837
O -1.119 0.272 -0.767 -0.7358
H -1.979 0.197 2.005 0.2349
H -1.249 -1.329 1.483 0.2399
H -1.283 -0.910 3.228 0.2222
H 1.733 1.310 -0.073 0.4956
H 1.868 -0.326 -2.174 0.1723
H 1.385 -0.726 -0.507 0.1696
H -0.428 0.354 -2.724 0.1620
H -0.513 -1.255 -1.970 0.1767
H -0.717 1.120 -0.516 0.4783
```

## Properties
HOMO, eV: -10.110
Energy relative to the best compared isomer or geometry (same formula, charge and spin), kJ/mol: 258.38
Calculated total energy, Eh: -362.987123
E_LUMO, eV: 0.81

=====

| no. | strongest force on any atom (eV/A) |
| --- | --- |
| 1 | 5.6 |
| 2 | 4.9 |
| 3 | 1.2 |